# C37H85BrN10O7P3Si

A cluster of 3 separate species, C37H85BrN10O7P3Si in total at a distorted geometry (ωB97M-V/def2-TZVPD, the Open Molecules 2025 dataset).

Last column: Löwdin charge in e.
Atoms and positions in Å:
1 C -5.9681 -2.5207 0.3243  -0.569
2 H 0.1989 -2.6409 1.2323  0.117
3 H -4.3325 -4.5795 1.4425  0.106
4 H -8.8972 1.3027 3.5939  0.044
5 H -3.9996 -0.4612 0.9278  0.116
6 H -2.3980 -8.8541 2.1601  0.109
7 H 8.9217 6.4196 -5.5863  0.085
8 H 2.7304 4.9990 2.8515  0.074
9 H -6.2998 -5.3229 -0.3708  0.052
10 C -2.1688 -1.5181 0.2590  -0.294
11 C -2.3092 -3.1993 -1.5961  -0.096
12 H -6.7111 -1.7223 2.6826  0.098
13 N 3.7225 3.1589 3.1464  -0.298
14 C 4.4767 2.4978 4.2325  -0.135
15 H -3.3270 -8.5570 3.6426  0.109
16 H 3.0363 4.5501 4.5150  0.085
17 H -6.8266 0.5050 0.0859  0.019
18 H -3.3166 -6.5076 0.2544  0.102
19 H 4.4908 2.5678 -4.6548  0.078
20 H -5.7106 -1.5626 4.0937  0.135
21 H -2.7375 -5.3833 -1.4401  0.119
22 O -3.0621 -4.6845 -3.2682  -0.019
23 H 3.9472 2.5932 5.1811  0.076
24 C -2.4351 -3.8712 0.8289  -0.203
25 H 0.0571 -0.5648 -2.2692  0.096
26 Br -5.9783 -2.6629 -1.6338  0.858
27 P 6.7041 5.1978 -3.6114  0.675
28 H -7.9540 -4.6829 -0.6684  0.066
29 H 5.1675 3.0168 -3.0893  0.072
30 H 7.3958 6.0613 -6.4022  0.045
31 C -3.6980 -1.3429 0.3704  -0.089
32 C -8.0652 0.6359 3.8304  -0.155
33 N 7.1720 6.6390 -4.3813  -0.313
34 H -2.6623 0.4935 2.0700  0.120
35 H -3.6685 -1.8838 2.7578  0.117
36 H 4.1112 5.7729 -0.4677  0.074
37 H -6.4711 -3.9941 1.8785  0.104
38 H -4.6425 -3.3062 3.0033  0.126
39 C 4.7787 3.4165 -4.0280  -0.153
40 H -7.5985 -5.6208 0.7426  0.079
41 H 2.0320 0.1876 0.4900  0.066
42 H -2.8783 -3.9034 -3.8020  0.099
43 H 1.3815 -1.9655 3.2928  0.115
44 H -3.9748 -6.3309 2.6352  0.099
45 H 4.4748 4.1401 -6.3491  0.079
46 C 7.7247 7.6305 -3.4634  -0.130
47 H -1.8386 -7.3070 0.7365  0.119
48 C -1.3557 -1.1473 1.5091  -0.188
49 H 7.8012 7.7142 -6.0415  0.087
50 H -7.8385 -3.1520 1.1181  0.116
51 P 4.3385 2.7188 1.5682  0.670
52 H -4.3100 -8.7315 0.8793  0.060
53 O 5.3774 2.0586 0.7232  -0.287
54 C 1.5860 2.6590 1.0796  -0.117
55 H 3.7310 4.1178 -0.9413  0.079
56 C -0.8309 -5.1175 -2.4754  -0.169
57 H 5.4842 2.9119 4.3507  0.082
58 C 0.4723 -1.4668 2.9924  -0.046
59 C -1.7908 -0.0996 2.3067  -0.088
60 H -2.2640 -6.5014 3.1482  0.113
61 C 7.8598 6.6951 -5.6541  -0.130
62 H -4.0498 -1.1551 -0.6480  0.064
63 C -4.5418 -2.5330 0.9077  -0.392
64 C 5.2080 4.8189 -5.9101  -0.132
65 H -0.6530 -6.1084 -2.0490  0.117
66 C -3.9414 -3.9495 0.6477  -0.097
67 H 4.3646 5.1711 3.5201  0.083
68 H -0.8645 -3.0905 -0.2506  0.127
69 C -6.8757 -3.6312 0.9357  -0.253
70 P -1.5987 -0.2176 -0.9491  0.512
71 N -1.8766 -2.9268 -0.1982  0.020
72 C 8.7815 3.8884 -2.5595  -0.129
73 H -5.2190 -8.1574 2.0754  0.061
74 H -4.2715 -4.4032 -0.2845  0.090
75 H 9.3227 2.8669 -4.8031  0.085
76 H -8.4529 0.4175 0.8308  0.037
77 H 6.3099 4.3870 -0.0958  0.062
78 C -2.2594 -4.6538 -2.0833  -0.319
79 C 8.2856 3.2131 -4.8054  -0.131
80 H 5.9549 4.9788 -6.6871  0.052
81 H -0.9564 -5.3219 0.1019  0.086
82 C -4.6089 -2.3576 2.4641  -0.096
83 H 7.6401 2.3633 -4.5703  0.081
84 H 4.5752 1.4285 4.0233  0.072
85 H 6.5229 4.3328 1.6575  0.074
86 C -3.2477 -8.3160 2.5834  -0.278
87 C -6.1000 2.6915 2.8703  -0.152
88 H -3.2991 -2.8108 -1.8188  0.070
89 H -2.3324 -3.4718 1.8369  0.149
90 H -0.7645 -5.2270 -3.5542  0.127
91 H 9.8065 3.5461 -2.7028  0.078
92 H 8.8183 4.7372 -1.8710  0.075
93 H -6.4559 -1.5714 0.5184  0.055
94 H 8.2073 3.0885 -2.0787  0.081
95 C 5.9017 4.7397 0.8565  -0.140
96 H 4.7054 5.7719 -5.7009  0.091
97 H 1.1614 2.5645 2.0904  0.082
98 O 5.6024 5.6436 -2.7113  -0.280
99 H 7.1172 7.7011 -2.5615  0.071
100 H 8.0716 3.5517 -5.8161  0.073
101 N 0.2360 -4.2151 -1.9897  0.013
102 H 1.5954 3.7110 0.8163  0.049
103 N 4.5014 4.3593 1.0358  -0.323
104 H 0.4349 -0.1442 4.6461  0.116
105 C -7.1809 -4.8627 0.0728  -0.146
106 N -4.4461 -8.7867 1.8823  0.002
107 N 5.7885 4.2108 -4.7206  -0.329
108 O -5.4251 -0.0863 2.6985  -0.218
109 H -6.7872 3.3689 2.3559  0.033
110 O -0.1095 -0.7115 -1.3285  -0.099
111 H -1.6182 -2.6834 -2.2617  0.110
112 H -1.0302 -5.2098 1.8245  0.121
113 H 0.9907 -4.1465 -2.6590  0.087
114 H 2.6825 5.0288 0.1734  0.054
115 H 3.8795 3.9976 -3.7918  0.079
116 H -6.1086 2.9609 3.9242  0.035
117 H 2.5382 0.3626 2.1877  0.067
118 N 2.8948 2.0491 0.9505  -0.304
119 N 8.1878 4.3073 -3.8487  -0.294
120 C -3.0131 -6.7989 2.4096  -0.195
121 C 2.7966 0.6147 1.1457  -0.140
122 C -5.7005 -1.4542 3.0036  -0.238
123 C -0.1986 -1.8372 1.8401  -0.022
124 Si -6.7295 0.9587 2.5555  0.430
125 H -2.0444 -0.6737 -3.0157  0.083
126 H 7.7267 8.6163 -3.9302  0.082
127 H 3.7381 0.1207 0.9011  0.074
128 H 0.6569 -4.5894 -1.1479  0.070
129 H 0.8968 2.1777 0.3813  0.072
130 H 5.9893 5.8276 0.8886  0.086
131 H 8.7552 7.3859 -3.1656  0.082
132 C -2.5134 -6.4839 0.9905  -0.195
133 C 3.4679 4.5477 3.5101  -0.129
134 O -1.5975 1.1056 -0.3427  -0.201
135 H -8.4389 -0.3877 3.7695  0.028
136 H -5.1258 2.8448 2.4033  0.034
137 C -0.0684 -0.4298 3.7282  -0.134
138 C 3.7178 4.8249 -0.1038  -0.125
139 O -2.4824 -0.2114 -2.2915  -0.092
140 N -1.1536 0.2613 3.4162  0.119
141 H -7.6909 1.9698 0.5368  0.035
142 C -1.6576 -5.2051 0.9324  -0.112
143 H -7.7035 0.8723 4.8300  0.040
144 C -7.4940 0.9391 0.8327  -0.145

Atoms 1-2, force components in eV/Å:
-0.2 -0.4 0.5
0.0 0.0 0.0

Values from the calculation:
HOMO energy (eV): -9.408
Electronic energy (Ha): -6422.4930
Multiplicity: 1
Total charge: +1
Orbital gap (eV): 6.6


# C15H6N4PdS6

A structure of composition C15H6N4PdS6 at a distorted geometry (ωB97M-V/def2-TZVPD, the Open Molecules 2025 dataset).

Last column: Mulliken spin population.
Atoms and positions in Å:
1 C -1.5312 2.2398 5.0360  0.503
2 H -3.3847 0.1164 -3.9415  0.000
3 S 0.9838 0.3283 2.2662  0.594
4 C 2.3431 -1.8742 -2.8794  0.000
5 H -2.6811 0.5737 -1.6199  0.000
6 H 4.7349 -2.0829 -0.4935  0.000
7 C -0.2504 1.1053 3.1297  0.108
8 C 1.3775 -1.2328 -2.1038  -0.005
9 S 0.0152 1.5254 4.7867  0.393
10 Pd -0.0431 0.0645 0.1422  0.064
11 N 2.8018 -2.7806 -5.1264  0.000
12 C -1.5172 -0.8099 -4.4607  0.001
13 C 2.7894 -1.2195 -0.2692  0.004
14 C 3.7977 -1.8579 -0.9814  0.001
15 C 0.7458 -1.8365 -4.7907  0.000
16 N 1.6139 -0.9144 -0.8096  0.001
17 H 2.9410 -0.9491 0.7675  0.000
18 C -1.4926 1.4420 2.6022  0.107
19 H -1.7779 -1.0326 -5.4873  0.000
20 S -2.5915 2.2317 3.6794  0.392
21 H 4.3290 -2.6868 -2.8939  0.000
22 S -1.9785 1.1310 1.0081  0.592
23 C -0.2545 -1.1706 -3.9825  0.000
24 N -0.8078 -0.2585 -1.8380  0.001
25 C -2.3991 -0.1794 -3.6129  0.001
26 N 0.6031 -2.1850 -6.0601  0.000
27 S 1.9795 -2.8871 -6.5035  0.000
28 C 0.0720 -0.8792 -2.6582  -0.005
29 C 2.0075 -2.1782 -4.2549  0.000
30 C -2.0055 0.0792 -2.3053  0.004
31 C 3.5747 -2.1891 -2.2984  0.001
32 S -1.9842 2.8915 6.5176  1.240

Atoms 1-2, force components in eV/Å:
0.0 0.0 0.1
0.0 0.0 0.0

Values from the calculation:
HOMO energy (spin up / spin down) (eV): -12.764 / -14.800
Electronic energy (Ha): -3310.6054
Multiplicity: 5
Total charge: +2
Orbital gap (spin up / spin down) (eV): 4.7 / 3.8
ΔE to the lowest compared entry with this formula, charge and spin (kJ/mol): 101.9


# C3H7N2

A cluster of 2 separate species, C3H7N2 in total at a distorted geometry (ωB97M-V/def2-TZVPD, the Open Molecules 2025 dataset).

Last column: Löwdin charge in e.
Atoms and positions in Å:
1 C 0.5077 -1.5028 0.3921  0.004
2 H -3.6973 1.7611 -0.4530  0.058
3 C -2.7098 1.4685 -0.3406  -0.027
4 H 1.1513 -0.6400 -1.4280  0.210
5 H 1.0113 0.8344 1.1385  0.140
6 N 1.0832 -0.4418 -0.3966  -0.021
7 C 1.3718 0.6819 0.0823  0.124
8 H 0.8995 -2.4747 0.1664  0.114
9 H -0.4972 -1.4308 0.1708  0.076
10 N -1.5975 1.4084 -0.2603  0.076
11 H 1.8177 1.5303 -0.4826  0.143
12 H 0.6594 -1.1944 1.4109  0.104

Atoms 1-2, force components in eV/Å:
0.8 0.6 0.7
-1.5 0.0 -0.1

Values from the calculation:
HOMO energy (eV): -16.773
Electronic energy (Ha): -227.7080
Multiplicity: 1
Total charge: +1
Orbital gap (eV): 12.1
ΔE to the lowest compared entry with this formula, charge and spin (kJ/mol): 121.6


- What is the formula in the second record?
  C15H6N4PdS6


- Which value of total charge does entry 3 give?
  +1


- Number 2 is which compound?
  C15H6N4PdS6


- What is the total charge in the third record?
  +1